1.
Formula: C19H21O2Pb
Source: the OMol25 dataset
Level of theory: ωB97M-V/def2-TZVPD

```
! wB97M-V def2-TZVPD RIJCOSX def2/J DEFGRID3
* xyz -1 1
C 0.8051 -1.6020 2.9645
C -0.7640 -1.6920 2.8976
C -1.0758 -2.1088 1.6014
H -1.3855 -1.2962 3.6623
C 0.1408 -2.3799 0.8816
C 1.2646 -2.0046 1.6821
H 2.2763 -2.0831 1.4415
H 1.3585 -1.1897 3.7628
H -2.0563 -2.2373 1.2684
H 0.1992 -2.7399 -0.1075
C -1.1481 2.1486 1.4270
C -1.1514 1.6442 2.7215
C 0.3339 1.5847 3.1264
H -1.8998 1.2342 3.3215
C 1.1159 2.0356 2.0199
C 0.1937 2.4234 1.0007
H 0.4668 2.7842 0.0423
H -2.0217 2.2654 0.8583
H 0.7337 1.2122 4.0906
H 2.1489 2.1037 2.0204
Pb 0.0375 0.0199 1.0929
O -0.8149 0.0849 -0.4838
C -1.1079 -0.7622 -1.5120
C 0.0385 -0.9367 -2.4239
H -1.4616 -1.7342 -1.1351
H -1.9559 -0.3102 -2.0360
H 0.7786 -1.6733 -2.1095
H 0.9585 -2.0064 -4.6691
C 0.7339 -0.9481 -4.7682
C 0.2336 -0.2600 -3.6221
C -0.0530 1.1319 -3.7941
H -0.4248 1.7001 -2.9473
C 0.1443 1.7572 -5.0051
H -0.0822 2.8144 -5.1003
C 0.6278 1.0504 -6.1045
H 0.7770 1.5523 -7.0542
C 0.9192 -0.3078 -5.9730
H 1.2965 -0.8653 -6.8232
C -0.0277 -0.0091 4.7681
O 0.0202 0.0403 3.3543
H -0.8441 0.5804 5.1271
H 0.9326 -0.0579 5.3584
H -0.2606 -0.9630 5.1771
*
```

HOMO level (spin up / spin down) (eV): -1.33 / -1.38
Energy above the lowest of the compared OMol25 structures with the same formula, charge and spin (kcal/mol): 274.40
Maximum force (eV Å⁻¹): 8.46
Electronic energy (Eh): -1079.2850
Gap between HOMO and LUMO (spin up / spin down) (eV): 3.38 / 3.51



2.
Formula: C24H37MoN3P2S
Source: the OMol25 dataset
Level of theory: ωB97M-V/def2-TZVPD

```
! wB97M-V def2-TZVPD RIJCOSX def2/J DEFGRID3
* xyz 2 3
C -1.7082 2.8901 -3.8148
C -1.5138 1.6793 -3.1525
C -0.1648 1.2545 -2.9868
C 0.8900 2.1914 -3.0148
C 0.6628 3.4291 -3.6391
C -0.6209 3.7342 -4.0990
C 2.0587 1.7720 -2.2639
C 2.4550 0.4527 -2.7224
C 1.4136 -0.4992 -2.6720
C 1.6911 -1.8889 -2.5480
C 2.9630 -2.3018 -2.9547
C 3.9529 -1.3537 -3.2817
C 3.7310 0.0085 -3.0938
H -2.7281 3.1931 -4.0701
H 1.4971 4.1152 -3.7693
H -0.7953 4.6568 -4.6535
H 2.8468 2.5004 -2.1390
H 3.1826 -3.3716 -2.9845
H 4.9182 -1.7075 -3.6486
H 4.5185 0.7479 -3.2593
N 0.1051 -0.0324 -2.5154
Mo 0.1671 0.3876 -0.2015
C -2.5786 0.8583 -2.4864
H -2.5956 -0.1697 -2.8904
H -3.5694 1.3168 -2.5981
C 0.6432 -2.7411 -1.8964
H -0.2858 -2.7434 -2.4912
H 0.9905 -3.7726 -1.7642
P -2.2017 0.6911 -0.6698
P 0.1868 -2.0520 -0.2327
C 1.2772 -3.0053 0.8722
H 1.1018 -2.6824 1.9093
H 1.0468 -4.0773 0.7620
H 2.3276 -2.8142 0.6094
C -1.3916 -2.9055 0.0585
H -1.1973 -3.9814 0.1727
H -1.8663 -2.5371 0.9756
H -2.0805 -2.7636 -0.7835
C -2.6226 2.3533 -0.0414
H -3.6837 2.5570 -0.2529
H -2.4383 2.4038 1.0420
H -1.9949 3.1062 -0.5368
C -3.6221 -0.3092 -0.1439
H -3.6170 -0.4452 0.9463
H -4.5460 0.2142 -0.4375
H -3.5963 -1.2947 -0.6280
H 1.3932 1.3959 -0.8549
H 1.4267 -0.6601 0.2294
C 2.6733 0.2770 3.4484
N 1.3927 0.0498 4.1017
C 1.4108 -0.7664 5.3100
C 0.2532 0.3639 3.4707
S 0.3684 1.2209 1.9520
N -0.9529 0.0926 4.0376
C -1.2004 0.3778 5.4526
C -2.1511 0.0947 3.2132
H 3.4586 0.0488 4.1729
H 2.7585 1.3210 3.1350
H 2.7980 -0.3692 2.5678
H 1.1912 -0.1679 6.2059
H 0.7033 -1.6047 5.2504
H 2.4210 -1.1710 5.4238
H -2.2549 0.6451 5.5642
H -1.0230 -0.5060 6.0790
H -0.5915 1.2149 5.8192
H -2.3640 1.0938 2.8098
H -2.0398 -0.6151 2.3851
H -2.9868 -0.2222 3.8434
*
```

HOMO level (spin up / spin down) (eV): -12.85 / -12.79
Maximum force (eV Å⁻¹): 2.80
Electronic energy (Eh): -2249.4420
Gap between HOMO and LUMO (spin up / spin down) (eV): 5.52 / 5.81



3.
Formula: C5H5O2S
Source: the OMol25 dataset
Level of theory: ωB97M-V/def2-TZVPD

```
! wB97M-V def2-TZVPD RIJCOSX def2/J DEFGRID3
* xyz -1 1
C 0.3164 1.3358 -0.2872
C -0.0205 0.4210 0.4257
C -0.0306 -2.4551 0.0044
C 0.7063 2.4082 -1.1848
C -0.3693 -0.6726 1.2331
O -1.1219 -2.9683 -0.0202
O -1.7204 -0.8991 1.5148
S 1.4842 -2.6584 -0.5132
H -0.1226 2.6501 -1.8539
H 1.5649 2.1148 -1.7895
H 0.9723 3.3114 -0.6258
H 0.3002 -0.8721 2.0732
H -1.9588 -1.7158 1.0233
*
```

HOMO level (eV): -2.81
Energy above the lowest of the compared OMol25 structures with the same formula, charge and spin (kcal/mol): 45.75
Maximum force (eV Å⁻¹): 3.01
Electronic energy (Eh): -742.1535
Gap between HOMO and LUMO (eV): 6.41



4.
Formula: C2H3O2
Source: the OMol25 dataset
Level of theory: ωB97M-V/def2-TZVPD

```
! wB97M-V def2-TZVPD RIJCOSX def2/J DEFGRID3
* xyz 1 1
C 1.2279 -0.3423 -0.0676
C -1.4146 0.4527 0.0485
O -2.0939 -0.4890 0.0756
O 0.4504 0.6052 -0.0981
H 2.2054 -0.3974 0.2350
H 1.0007 -1.3473 -0.3437
H -1.3759 1.5181 0.1504
*
```

HOMO level (eV): -17.53
Energy above the lowest of the compared OMol25 structures with the same formula, charge and spin (kcal/mol): 22.23
Maximum force (eV Å⁻¹): 4.42
Electronic energy (Eh): -228.1008
Gap between HOMO and LUMO (eV): 11.10